Entry 1:
DFT (wB97M-V/def2-TZVPD) results for a cluster of 3 separate species, C3H12N3S in total at a distorted geometry.

Cartesian coordinates (Å):
C1 1.050136 -1.185369 -3.186807
C2 -1.444061 -0.944773 0.667639
C3 -0.941355 -0.194382 1.840532
N1 -0.761437 3.117220 1.598508
N2 -0.040606 2.188742 1.074716
N3 -0.107906 -1.217600 1.182553
S1 1.601186 -0.517101 -1.614070
H1 1.139688 -2.334114 -3.064987
H2 1.623800 -0.665511 -4.001082
H3 -0.128580 -1.005587 -3.267035
H4 -2.226915 -1.803736 0.773975
H5 -1.280371 -0.507908 -0.288659
H6 -1.147746 -0.394127 2.896517
H7 -1.407644 3.412681 0.996113
H8 -0.556154 3.679928 2.398706
H9 0.845397 1.979129 1.572189
H10 2.957232 -0.633802 -1.820582
H11 0.709449 -0.844272 0.706374
H12 0.115884 -2.129418 1.535400

Forces on the atoms, in the same order (eV/Å):
C -2.07 -1.41 -0.12
C -1.34 -1.11 0.76
C 0.24 0.39 0.01
N 3.09 -1.41 1.71
N 0.46 -1.60 0.27
N 1.49 -0.22 0.52
S 0.98 0.57 0.29
H 0.17 1.98 -1.02
H -0.84 -1.01 0.61
H 2.72 -0.06 0.04
H 1.67 1.65 -0.29
H -0.84 0.51 -0.72
H -0.37 0.09 -0.52
H -3.48 1.62 -2.51
H 0.37 0.04 0.60
H -0.87 0.49 0.20
H -0.93 0.00 0.19
H -0.22 -0.06 -0.69
H -0.24 -0.44 0.67

charge = +1
strongest force on any atom = 0.0892 Eh/bohr
Kohn-Sham gap (spin up / spin down) = 6.85 / 8.95 eV

=====

Entry 2:
DFT (wB97M-V/def2-TZVPD) results for a structure of composition C3H12N4 at a distorted geometry.

Cartesian coordinates (Å):
C1 -0.366380 1.113014 -1.258605
C2 0.036618 -0.159412 -1.711062
N1 0.427825 2.264737 -1.534929
H1 1.406534 2.043185 -1.668560
H2 0.346286 2.982661 -0.825837
H3 -1.428418 1.326405 -1.174743
H4 -0.119494 0.828337 0.211295
H5 0.559703 -0.790472 -0.558437
H6 0.897909 -0.224119 -2.372560
H7 -0.750741 -0.855007 -1.984043
N2 -1.099865 0.197601 1.890889
N3 -0.007456 -2.130122 1.212801
C3 0.688604 -0.933566 0.818339
N4 0.171292 0.285927 1.215357
H8 -1.088486 0.940641 2.581105
H9 -1.135679 -0.680004 2.407696
H10 -0.870971 -2.252439 0.694018
H11 0.569869 -2.949929 1.081640
H12 1.762849 -1.007437 0.975636

Forces on the atoms, in the same order (eV/Å):
C 0.22 -0.53 -0.69
C -0.44 0.83 -0.17
N -0.01 -0.11 0.20
H -0.06 -0.01 0.03
H 0.01 -0.04 -0.03
H 0.05 -0.06 0.16
H 0.20 -0.45 0.71
H 0.30 -0.15 0.90
H 0.09 0.00 0.17
H 0.01 -0.05 0.18
N -0.10 0.07 0.00
N -0.08 0.04 0.13
C -0.11 0.04 -1.03
N -0.26 0.42 -0.27
H 0.01 -0.05 -0.04
H 0.16 0.03 -0.15
H 0.07 -0.02 0.02
H -0.05 0.09 -0.03
H -0.02 -0.06 -0.08

charge = 0
strongest force on any atom = 0.0201 Eh/bohr
Kohn-Sham gap = 8.23 eV